Entry from OMol25: a cluster of 13 separate species, C5H38NO12S in total in a non-equilibrium geometry (wB97M-V/def2-TZVPD).

**Gap between HOMO and LUMO**: 8.8 eV
**LUMO**: -2.41 eV
**Largest force on an atom**: 1.1 eV/Å
**Total charge**: +1

Last column: Löwdin charge in e.
Atoms and positions in Å:
C  -2.33  0.80  -1.26  -0.040
C  -1.54  -0.48  -1.16  -0.380
C  -0.54  -0.53  0.00  -0.208
C  0.86  -0.90  -0.45  -0.455
S  0.96  -2.60  -1.12  0.833
C  1.44  -3.57  0.32  -0.406
N  -2.49  -1.62  -1.01  0.197
H  -3.07  0.75  -2.07  0.089
H  -1.73  1.68  -1.48  0.076
H  -2.85  1.06  -0.31  0.101
H  -0.99  -0.66  -2.09  0.115
H  -0.53  0.48  0.45  0.121
H  -0.91  -1.19  0.78  0.113
H  1.20  -0.26  -1.28  0.073
H  1.55  -0.78  0.38  0.081
H  1.67  -4.59  -0.02  0.042
H  0.64  -3.69  1.05  0.012
H  2.33  -3.19  0.82  0.043
H  -3.03  -1.76  -1.87  0.123
H  -1.98  -2.50  -0.90  0.125
H  -3.10  -1.46  -0.21  0.178
H  2.39  0.04  3.66  -0.006
H  1.66  -1.38  3.85  -0.014
O  2.22  -0.71  4.28  -0.104
H  -1.83  -0.50  -4.16  0.023
H  -3.14  -1.09  -4.77  0.082
O  -2.55  -1.17  -4.00  -0.071
H  -2.16  -2.83  -3.42  0.008
H  -1.50  -4.21  -3.08  0.054
O  -2.10  -3.54  -2.76  -0.081
H  2.95  2.22  3.65  0.062
H  2.40  2.21  2.20  0.014
O  2.31  1.78  3.09  -0.076
H  0.58  -3.45  3.69  0.068
H  -0.39  -2.20  3.74  0.022
O  0.41  -2.59  3.30  -0.083
H  1.77  3.64  0.63  0.031
H  3.16  4.04  1.11  0.093
O  2.66  3.25  0.85  -0.064
H  1.49  2.66  -2.64  0.026
H  0.65  3.44  -3.64  0.073
O  0.56  2.71  -3.02  -0.076
H  0.26  0.28  5.23  0.064
H  -0.13  1.46  4.35  0.061
O  -0.52  0.79  4.94  -0.040
H  -0.05  1.32  -3.92  0.021
H  0.17  0.32  -5.07  0.064
O  -0.49  0.60  -4.44  -0.065
H  3.00  2.79  -0.86  0.032
H  3.76  3.20  -2.14  0.065
O  3.05  2.62  -1.85  -0.062
H  -0.58  4.29  0.57  0.078
H  0.06  3.68  -0.75  0.047
O  0.25  4.15  0.08  -0.032
H  -2.59  -1.28  4.56  0.056
H  -1.41  -0.34  4.25  -0.004
O  -1.87  -1.17  3.92  -0.100